(1)
# C21H44N4O13P3

4 unconnected molecules or ions with the total composition C21H44N4O13P3 (ωB97M-V/def2-TZVPD, the OMol25 dataset).

Values from the calculation:
**E_HOMO**: -10.94 eV
**Energy above the lowest of the compared OMol25 structures with the same formula, charge and spin**: 0.0 kcal/mol
**Orbital gap**: 6.8 eV
**Total charge**: +1

Positions of all 85 atoms, in Å:
C 0.18544 3.00291 2.53853
C 1.06684 3.52128 1.37206
C 1.99617 4.62445 2.00500
N 2.62944 5.48652 1.00977
N 3.90872 5.33530 0.61540
C 4.19342 6.25907 -0.29662
N 3.13452 7.04953 -0.52958
C 2.19432 6.54522 0.30695
N 0.92912 7.04719 0.37815
O 0.36987 4.16401 0.32783
C -0.75119 3.42480 -0.16544
C -2.04606 4.17837 0.16293
C -3.29508 3.82980 -0.36140
C -4.43750 4.56017 -0.07183
C -4.39902 5.69084 0.74756
C -3.16140 6.04084 1.28346
C -2.01301 5.30040 0.99803
H -0.81492 3.44903 2.56496
H 0.73545 3.13455 3.48391
H 0.07918 1.91178 2.41759
H 1.76632 2.75076 0.98729
H 1.35650 5.20152 2.68959
H 2.78861 4.15416 2.60842
H 4.48207 4.60396 1.01907
H 5.15254 6.34942 -0.80007
H 0.18647 6.76035 -0.24013
H 0.72268 7.78346 1.03357
H -0.76170 2.36359 0.12074
H -0.66125 3.44217 -1.26820
H -3.39671 2.97154 -1.03106
H -5.42060 4.28197 -0.46227
H -5.27596 6.29638 0.97222
H -3.09743 6.92995 1.91675
H -1.09080 5.66786 1.45031
C 4.13812 1.24394 -0.59197
O 3.30234 0.29694 0.08489
P 3.35071 -1.31411 -0.47670
O 2.11652 -1.67172 0.30194
O 4.69928 -1.64610 0.37085
C 4.72756 -1.35649 1.76381
O 3.40583 -2.86126 -1.19442
C 3.48050 -2.87689 -2.61674
H 4.05117 2.20114 -0.07443
H 5.18544 0.92839 -0.57988
H 3.80389 1.36818 -1.62389
H 3.72307 -1.27083 2.18081
H 5.26616 -0.42069 1.93041
H 5.25526 -2.16305 2.26813
H 4.38597 -2.36466 -2.95015
H 2.59735 -2.38325 -3.03297
H 3.50654 -3.90636 -2.96519
C -3.53953 -1.78021 -5.82784
O -2.10164 -1.80485 -5.77155
P -1.40603 -2.74226 -4.53739
O -0.04069 -2.14653 -4.75515
O -1.60152 -4.08083 -5.44753
C -1.10135 -4.09008 -6.78043
O -0.89133 -3.72275 -3.26005
C -1.65570 -3.65323 -2.03680
H -3.83588 -1.20863 -6.70479
H -3.94159 -2.79356 -5.91089
H -3.94526 -1.29580 -4.93807
H -0.33341 -3.33012 -6.93075
H -1.92149 -3.91238 -7.47833
H -0.67528 -5.07191 -6.97701
H -2.68836 -3.95828 -2.21344
H -1.63191 -2.63674 -1.63546
H -1.20700 -4.32860 -1.31318
C -1.39137 -7.43962 4.53151
O -1.93183 -7.00105 3.27122
P -2.48181 -5.41278 3.20079
O -3.24774 -5.51548 1.92823
O -0.98512 -4.81776 2.98308
C -0.23891 -5.25609 1.85163
O -3.01796 -3.90469 3.71167
C -3.54298 -3.82953 5.05213
H -1.01080 -8.45045 4.40466
H -0.57288 -6.78815 4.84973
H -2.17127 -7.45017 5.29459
H -0.88288 -5.67217 1.07526
H 0.47867 -6.01707 2.16394
H 0.30559 -4.40594 1.44290
H -2.77957 -4.11058 5.78106
H -4.41165 -4.48424 5.15683
H -3.85023 -2.80382 5.24150

These are the Löwdin partial charges, in e, on atoms 1 to 2:
1. C -0.0104
2. C -0.3440

(2)
# C2H6O2

C2H6O2 in the gas phase (ωB97M-V/def2-TZVPD, the OMol25 dataset).

Values from the calculation:
**E_HOMO**: -10.26 eV
**Energy above the lowest of the compared OMol25 structures with the same formula, charge and spin**: 13.8 kcal/mol
**Orbital gap**: 11.1 eV
**Structure (SMILES)**: OCCO

Positions of all 10 atoms, in Å:
O -1.02745 1.13320 0.05121
C -0.77432 -0.26423 -0.04837
C 0.69563 -0.55342 0.27791
O 1.52041 0.42652 -0.30951
H -0.96600 1.50182 -0.83760
H -1.43705 -0.76607 0.66444
H -1.01926 -0.62606 -1.05470
H 0.84696 -0.59294 1.36817
H 0.99853 -1.52239 -0.13268
H 1.16255 1.26357 0.02112

These are the Löwdin partial charges, in e, on atoms 1 to 2:
1. O -0.0769
2. C -0.2374

(3)
# C7H21BeBrOP2

A molecular structure, C7H21BeBrOP2 (ωB97M-V/def2-TZVPD, the OMol25 dataset).

Values from the calculation:
**E_HOMO**: -7.63 eV
**Energy above the lowest of the compared OMol25 structures with the same formula, charge and spin**: 0.0 kcal/mol
**Orbital gap**: 8.0 eV

Positions of all 33 atoms, in Å:
Be -0.01692 0.15062 -0.14889
H 0.36384 1.17908 1.08278
H -0.51629 1.09539 1.09876
P 2.30561 0.10480 0.08894
P -2.28103 -0.34236 0.12266
C -3.32617 0.13012 -1.30617
H -4.34963 -0.24875 -1.21581
H -3.35880 1.22627 -1.39771
H -2.88171 -0.26721 -2.22791
C -2.53299 -2.15450 0.19788
H -2.02556 -2.54397 1.08674
H -3.59678 -2.42104 0.23586
H -2.06973 -2.61074 -0.68631
C -3.29424 0.23887 1.53666
H -3.35139 1.33580 1.52407
H -4.30849 -0.17021 1.51105
H -2.81430 -0.06789 2.47160
C 2.90399 -1.62230 -0.01671
H 3.99897 -1.68090 0.02937
H 2.47003 -2.19604 0.80944
H 2.54978 -2.06162 -0.95795
C 3.24021 0.91945 -1.25864
H 3.06046 2.00474 -1.23377
H 4.31635 0.73656 -1.18411
H 2.88329 0.54579 -2.22697
C 3.17906 0.71784 1.57958
H 2.76389 0.22682 2.46509
H 4.25334 0.51712 1.53487
H 3.02156 1.80051 1.68021
C -0.14024 1.24337 -1.72050
O -0.20578 1.83424 -2.70434
H 0.07146 -0.91847 -0.77371
Br -0.31180 3.29859 0.00395

These are the Löwdin partial charges, in e, on atoms 1 to 2:
1. Be -0.3685
2. H -0.0132

(4)
# C2H6NS

2 unconnected molecules or ions with the total composition C2H6NS (ωB97M-V/def2-TZVPD, the OMol25 dataset).

Values from the calculation:
**E_HOMO**: -2.88 eV
**Energy above the lowest of the compared OMol25 structures with the same formula, charge and spin**: 9.7 kcal/mol
**Orbital gap**: 7.1 eV
**Total charge**: -1

Positions of all 10 atoms, in Å:
S -0.49909 2.93613 -0.71680
H -1.03040 3.02404 -1.93402
C -0.36044 -1.71504 0.80586
C 0.34084 -0.55897 0.70968
N 0.85357 0.03487 -0.40359
H -0.38875 -2.40336 -0.03056
H -0.90752 -1.89310 1.71667
H 0.39375 0.03747 1.61597
H 0.95328 -0.50552 -1.24951
H 0.64477 1.04347 -0.51370

These are the Löwdin partial charges, in e, on atoms 1 to 2:
1. S -0.1907
2. H -0.4705

(5)
# C7H19O13P2V

A molecular structure, C7H19O13P2V (ωB97M-V/def2-TZVPD, the OMol25 dataset).

Values from the calculation:
**E_HOMO**: -10.96 eV
**Energy above the lowest of the compared OMol25 structures with the same formula, charge and spin**: 113.1 kcal/mol
**Orbital gap**: 8.1 eV

Positions of all 42 atoms, in Å:
O 6.14809 0.47100 2.61989
V 4.69853 -0.14326 2.43422
O 4.68746 -1.44076 3.36470
O 1.85984 0.73407 -0.27581
C 2.69386 0.52317 0.73350
O 3.64535 1.25159 0.96793
O 2.54247 -0.48129 1.47104
H 1.40176 -0.10577 -0.19562
C 2.47993 -3.61238 -1.19608
O 1.31303 -2.80768 -1.03719
P 0.13717 -2.86065 -2.14129
O -0.33159 -4.25563 -2.39726
O -0.92493 -1.80426 -1.54055
C -2.27766 -1.92379 -1.95147
O 0.75175 -2.00147 -3.42644
C 1.20260 -0.65754 -3.23465
H 3.12597 -3.23577 -1.98910
H 2.23504 -4.67285 -1.25552
H 3.13034 -3.41451 -0.34407
H -2.53196 -2.90992 -2.34005
H -2.44001 -1.23278 -2.77866
H -3.02496 -1.78662 -1.16991
H 0.82858 0.04614 -3.97831
H 2.25394 -0.46834 -3.45140
H 0.91749 -0.22803 -2.27426
C -0.88062 2.13724 -0.56813
O -1.51547 3.13042 0.21206
P -2.10053 2.86357 1.70458
O -2.78560 3.99865 2.28120
O -0.75240 2.23627 2.56241
C -0.81558 2.17334 3.95701
O -3.03481 1.47090 1.47884
C -4.30742 1.59943 0.86004
H -1.15179 2.22513 -1.62020
H -0.90527 1.12563 -0.16301
H 0.15402 2.48020 -0.56882
H -1.69038 2.61560 4.43370
H 0.00779 2.75996 4.36451
H -0.78514 1.17710 4.39824
H -5.07495 1.31230 1.57877
H -4.37457 1.08066 -0.09624
H -4.50938 2.63095 0.57143

These are the Löwdin partial charges, in e, on atoms 1 to 2:
1. O -0.2797
2. V 1.1696

(6)
# C17H22I2N3RhSbSe4

A molecular structure, C17H22I2N3RhSbSe4 (ωB97M-V/def2-TZVPD, the OMol25 dataset).

Values from the calculation:
**E_HOMO (spin up / spin down)**: -3.67 / -3.66 eV
**Orbital gap (spin up / spin down)**: 2.5 / 2.6 eV
**Total charge**: -1

Positions of all 50 atoms, in Å:
Rh 0.28249 0.90820 -0.84246
C -2.76034 2.29450 -0.13145
N -1.55810 1.85379 0.56975
C -1.05737 2.97231 1.37577
C -1.75203 0.77058 1.50323
C -2.88101 0.66438 2.29701
C -2.91991 -0.23254 3.35041
C -1.78046 -0.95190 3.67237
C -0.66360 -0.88549 2.86997
C -0.67269 -0.12251 1.69216
N 0.30698 -0.25395 0.73447
C 0.86447 -1.49641 0.51665
C 0.24324 -2.69069 0.93059
C 0.85095 -3.91338 0.75803
C 2.09377 -4.00238 0.15370
C 2.64934 -2.86066 -0.39308
C 2.03652 -1.62659 -0.26316
N 2.57036 -0.46375 -0.93397
C 3.84639 -0.07926 -0.34051
C 2.73392 -0.67337 -2.37095
H -3.35782 2.97199 0.48756
H -2.48283 2.83464 -1.03950
H -3.38177 1.44225 -0.39903
H -1.84320 3.30750 2.06585
H -0.19656 2.66299 1.96895
H -0.77252 3.80306 0.73128
H -3.74849 1.27163 2.09070
H -3.82096 -0.33758 3.93341
H -1.76414 -1.58233 4.54807
H 0.22198 -1.45581 3.11476
H -0.74873 -2.64478 1.35455
H 0.34064 -4.80894 1.07710
H 2.60380 -4.94973 0.05658
H 3.57410 -2.93977 -0.94631
H 4.59740 -0.87661 -0.43605
H 4.22318 0.81505 -0.83583
H 3.70229 0.14644 0.71537
H 3.50850 -1.41433 -2.61217
H 1.79425 -1.00714 -2.81226
H 3.00822 0.28067 -2.82886
I 0.14855 2.29430 -3.17766
C 1.87375 3.43413 -2.86926
I 2.08535 2.86125 -0.03666
H 1.71628 4.49794 -2.92077
H 2.73850 3.05834 -3.39274
Se -3.94931 1.70863 -3.47466
Sb -3.31378 -0.52181 -2.60120
Se -0.84376 -0.84072 -1.94558
Se -4.70246 -1.00371 -0.60315
Se -3.64333 -2.21842 -4.36105

These are the Löwdin partial charges, in e, on atoms 1 to 2:
1. Rh 0.2239
2. C -0.1409

Ordered F_max results: 9.3 0.3 3.0 1.5 4.0 2.2; unit eV/Å.